Record 1
This record from OMol25 describes an isolated molecule of C26H49BBrClN2O4S2. The level of theory is ωB97M-V with the def2-TZVPD basis set.

## Properties
Energy relative to the best compared isomer or geometry (same formula, charge and spin) (kJ/mol): 52.7
E_HOMO (eV): -9.8
Structure (SMILES): CCCCCCCCCCCCCCC[C@@H]1OS(=O)(=O)[C@@H](B(N)O)[C@H](CCCCl)[C@]1(C[C@H](C)Br)N=C=S

```
! RIJCOSX wB97M-V def2-TZVPD def2/J DEFGRID3
* xyz 0 1
C 3.0062 -0.0991 3.5413
C 2.1512 -0.9241 4.5295
C 2.4784 -2.4234 4.4608
C 2.2094 -3.0074 3.0473
C 3.4533 -3.6249 2.3822
C 3.1864 -3.9668 0.8944
C 4.4327 -3.7264 -0.0012
C 4.2225 -2.5359 -0.9565
C 4.1636 -1.2002 -0.1794
C 3.2566 -0.1168 -0.8271
C 3.9715 1.2341 -0.7419
C 3.1962 2.4843 -1.2008
C 2.5258 2.3853 -2.5980
C 1.0715 2.9122 -2.6388
C -0.0349 1.8221 -2.6830
C -0.9854 1.8849 -1.4985
O -0.1379 1.9300 -0.3183
S -0.8484 2.4393 1.0135
O -0.1805 1.7621 2.1233
O -0.8227 3.8899 1.0252
C -2.5514 1.8363 0.9590
B -3.5069 3.1068 1.3146
N -3.6620 4.2372 0.4381
O -4.2031 3.0559 2.5221
C -3.0673 1.2382 -0.4023
C -4.3140 0.3767 -0.0872
C -5.6232 0.9394 -0.6982
C -6.6311 -0.1781 -1.0546
Cl -8.0661 -0.1649 0.0164
C -1.9529 0.6429 -1.2701
C -2.3546 0.1538 -2.6785
C -3.5550 -0.7872 -2.8206
C -3.3547 -2.1961 -2.2389
Br -3.8040 -0.9823 -4.7843
N -1.1035 -0.3618 -0.6156
C -1.5230 -1.1482 0.2585
S -2.0590 -2.1444 1.3716
H 3.9590 -0.5914 3.3354
H 3.1656 0.9064 3.9394
H 2.4499 0.0397 2.6092
H 2.3572 -0.5825 5.5510
H 1.0855 -0.7561 4.3512
H 1.8399 -2.9601 5.1665
H 3.5384 -2.5805 4.6913
H 1.8170 -2.2378 2.3748
H 1.4535 -3.7988 3.1163
H 4.2584 -2.8874 2.4535
H 3.7337 -4.5318 2.9250
H 2.9414 -5.0330 0.8427
H 2.3314 -3.3990 0.5130
H 4.6220 -4.6255 -0.5952
H 5.2945 -3.5154 0.6394
H 5.0501 -2.4794 -1.6725
H 3.2895 -2.6424 -1.5184
H 3.8363 -1.3781 0.8485
H 5.1790 -0.7930 -0.1088
H 3.1022 -0.4198 -1.8712
H 2.2833 -0.0559 -0.3300
H 4.9309 1.2023 -1.2706
H 4.2006 1.3844 0.3222
H 3.9267 3.2965 -1.2586
H 2.4684 2.7577 -0.4337
H 2.5742 1.3638 -2.9814
H 3.1027 3.0317 -3.2658
H 0.9635 3.4939 -3.5610
H 0.8975 3.6040 -1.8119
H 0.3717 0.8208 -2.8411
H -0.6342 2.0510 -3.5716
H -1.5713 2.8075 -1.5230
H -2.6255 1.1104 1.7678
H -3.0666 4.1591 -0.3782
H -3.3302 5.0704 0.9148
H -3.5997 3.2281 3.2480
H -3.4391 2.1058 -0.9621
H -4.4683 0.3676 0.9993
H -4.1796 -0.6767 -0.3495
H -6.0883 1.6593 -0.0262
H -5.3839 1.4426 -1.6439
H -6.1960 -1.1706 -0.9321
H -6.9600 -0.0907 -2.0905
H -1.5047 -0.4078 -3.0775
H -2.5563 1.0302 -3.3020
H -4.4976 -0.3447 -2.5046
H -3.6374 -2.9535 -2.9737
H -2.3024 -2.3855 -2.0045
H -3.9665 -2.3794 -1.3538
*
```

=====

Record 2
This record from OMol25 describes a structure of composition C26H49N13NaS. The level of theory is ωB97M-V with the def2-TZVPD basis set.

## Properties
Energy relative to the best compared isomer or geometry (same formula, charge and spin) (kJ/mol): 230.1
E_HOMO (eV): -9.7

```
! RIJCOSX wB97M-V def2-TZVPD def2/J DEFGRID3
* xyz 1 1
Na -0.2826 -0.0523 0.8100
C -0.1344 -1.3174 -2.2352
C -0.2693 1.1509 -1.9050
N -0.4870 2.1002 -0.7987
C 0.5995 3.0468 -0.5874
C 1.7477 2.5213 0.2589
C 2.8394 3.3455 0.5203
C 3.8740 2.8506 1.2937
C 3.8028 1.5491 1.7709
C 2.6896 0.7869 1.4528
C 2.5748 -0.6551 1.9151
N 1.6951 -1.4384 1.0630
C 2.2415 -1.6469 -0.2755
C 1.5342 -2.7301 -1.0733
N 0.1270 -2.4712 -1.3775
N 1.6840 1.2774 0.7222
H 0.7698 -0.9971 -2.7700
H -0.8632 -1.6129 -3.0010
H -0.8071 1.4750 -2.8009
H 0.7958 1.1366 -2.1563
H -1.3346 2.6214 -0.9775
H 0.1941 3.9301 -0.0878
H 1.0262 3.4077 -1.5340
H 2.8743 4.3492 0.1156
H 4.7362 3.4671 1.5134
H 4.6074 1.1237 2.3564
H 2.1725 -0.6684 2.9319
H 3.5964 -1.0600 1.9601
H 1.4669 -2.3210 1.5042
H 3.3045 -1.9295 -0.2324
H 2.1943 -0.6984 -0.8178
H 1.5801 -3.6693 -0.5134
H 2.1270 -2.8757 -1.9884
H -0.2571 -3.3006 -1.8088
N -0.4641 0.7109 3.1133
C 0.1614 1.3713 3.8277
N 0.9143 2.1052 4.6361
C 1.4200 3.3701 4.0655
C 0.3952 4.4860 4.2094
C -0.0465 4.6302 5.6650
C -0.5730 3.3026 6.2085
C 0.4665 2.2031 6.0402
H 1.6869 3.1866 3.0266
H 2.3373 3.6122 4.6070
H -0.4715 4.2573 3.5797
H 0.8249 5.4190 3.8396
H -0.8074 5.4056 5.7560
H 0.8074 4.9545 6.2697
H -1.4840 3.0170 5.6724
H -0.8347 3.3924 7.2641
H 0.0865 1.2286 6.3425
H 1.3560 2.4157 6.6368
N -4.3444 -1.8514 2.7701
C -4.4816 -0.3753 2.9971
C -3.6558 0.3243 1.9354
N -3.7253 1.7622 2.1237
H -4.7561 -2.3972 3.5236
H -3.3097 -2.1131 2.6985
H -4.7699 -2.1332 1.8871
H -4.0984 -0.1564 3.9917
H -5.5379 -0.1118 2.9550
H -3.9567 -0.0169 0.9361
H -2.6278 -0.0095 2.0778
H -4.5371 2.1562 1.6647
H -2.9076 2.2075 1.7289
N -0.6066 -0.1887 -1.4519
C -1.9561 -0.4261 -0.8829
N -3.0013 -0.0747 -1.5719
C -2.9177 0.4201 -2.8241
N -2.9520 0.8451 -3.8985
C -2.3721 -6.3144 3.0103
C -1.4044 -5.8723 1.9245
N -2.0181 -4.9560 0.9672
C -2.1008 -3.6287 1.1072
S -1.3852 -2.8099 2.4363
N -2.7871 -2.9232 0.2001
C -3.3698 -3.5073 -1.0032
C -4.7578 -4.0888 -0.7684
H -1.8874 -7.0175 3.6873
H -3.2479 -6.8044 2.5820
H -2.6979 -5.4526 3.5932
H -1.0430 -6.7290 1.3558
H -0.5418 -5.3745 2.3613
H -2.4709 -5.3708 0.1690
H -2.4633 -1.9200 0.0746
H -2.6963 -4.2577 -1.4353
H -3.4332 -2.6957 -1.7266
H -4.7607 -4.8612 0.0040
H -5.1481 -4.5288 -1.6856
H -5.4458 -3.2988 -0.4616
*
```

=====

Record 3
This record from OMol25 describes a structure of composition C26H50BaI2N5O9S. The level of theory is ωB97M-V with the def2-TZVPD basis set.

## Properties
E_HOMO (eV): -3.8

```
! RIJCOSX wB97M-V def2-TZVPD def2/J DEFGRID3
* xyz -1 1
Ba 10.1017 10.1195 10.2689
C 18.7105 11.9378 12.4987
C 17.6354 10.9883 11.9656
C 16.3994 11.3764 12.7845
C 15.1116 10.5628 12.5393
C 14.2063 10.7251 13.7858
C 14.3559 11.3297 11.3911
N 15.3506 9.2061 12.1554
C 16.0397 8.1162 12.8668
C 15.2352 6.8021 12.8703
N 14.5130 6.4688 11.6064
C 12.9148 6.2396 11.5626
C 12.0417 7.3525 10.8287
O 12.6443 8.2096 10.1209
O 10.7397 7.4181 11.0217
C 15.3950 5.7781 10.5285
C 15.7580 4.2383 10.6830
C 14.8852 6.1193 9.1341
C 15.7826 7.1468 8.2283
C 17.2910 6.8953 8.0012
C 15.2612 7.0730 6.7934
N 15.4848 8.3998 8.8908
C 16.0551 9.6702 8.7291
C 17.2977 9.8936 9.6961
N 17.3480 11.2043 10.5093
C 17.5403 12.4053 10.0447
C 19.1411 15.9057 5.0011
O 19.9729 16.4740 5.6516
O 18.5099 15.2630 4.2622
H 18.9254 11.7284 13.6519
H 18.5733 13.0284 12.3584
H 19.6901 11.6765 12.1331
H 17.8849 9.9368 12.1474
H 16.1680 12.4068 12.5259
H 16.6620 11.2838 13.8472
H 13.7193 11.6674 13.8309
H 14.8140 10.6099 14.6861
H 13.4557 9.9247 13.8666
H 14.0792 12.3676 11.6943
H 13.4966 10.6838 11.0556
H 14.9224 11.5388 10.4811
H 8.5635 12.7875 10.5460
H 14.7881 8.8207 11.4153
H 16.3408 8.4327 13.8985
H 16.9875 7.9529 12.4469
H 14.5127 6.7645 13.6986
H 15.9527 5.9828 13.0781
H 12.5911 6.1136 12.5879
H 12.8110 5.2490 11.0451
H 16.4076 6.2297 10.6458
H 15.2918 3.7594 9.8031
H 15.5028 3.7655 11.7197
H 16.8314 4.1502 10.4723
H 13.9371 6.6731 9.1103
H 14.6837 5.2051 8.5181
H 17.5581 5.9972 7.4376
H 17.8517 7.0533 8.9328
H 17.5900 7.7454 7.3057
H 15.7299 6.2488 6.2210
H 15.5049 7.9368 6.1722
H 14.1569 6.9279 6.8280
H 14.4533 8.4655 8.9491
H 15.2513 10.4268 8.8643
H 16.3844 9.6701 7.6765
H 18.1974 9.9010 9.1121
H 17.3818 9.1379 10.4622
H 17.5031 12.5207 8.9314
H 17.6096 13.3689 10.7138
O 8.5245 10.4280 12.2697
S 7.2388 10.9674 11.8152
O 6.5218 11.7418 12.6964
O 7.9603 11.9387 10.3332
O 6.5838 10.1258 10.8564
I 10.3888 10.8116 6.6796
I 17.1008 3.7386 4.6580
O 5.0253 12.4627 3.2795
C 5.3761 12.5752 4.4933
C 5.7830 13.8636 5.0615
C 5.3021 14.3476 6.4803
C 4.3896 13.5492 7.3925
C 5.1599 12.2725 7.8736
C 5.2613 11.1537 6.8685
N 5.1256 11.4157 5.3947
H 5.4140 14.5829 4.3279
H 6.8696 13.9838 4.9872
H 5.0102 15.4082 6.3694
H 6.3227 14.3459 6.9109
H 3.3855 13.3397 7.0517
H 4.1302 14.1057 8.3519
H 4.7174 11.9815 8.8235
H 6.2706 12.4935 8.1743
H 4.5933 10.2958 7.1294
H 6.3172 10.7148 6.8640
H 4.9553 10.5917 4.6786
*
```

=====

Record 4
This record from OMol25 describes a structure of composition C26H50ClF5IrP2Si2. The level of theory is ωB97M-V with the def2-TZVPD basis set.

## Properties
E_HOMO (alpha / beta) (eV): -5.4 / -6.9

```
! RIJCOSX wB97M-V def2-TZVPD def2/J DEFGRID3
* xyz 0 6
Ir 0.5099 0.9751 0.2361
C 2.3275 -0.1586 -1.5253
C 1.5039 -1.2846 -1.6824
C 0.2082 -0.8291 -2.0161
Si 1.9812 -3.0737 -1.3255
C 0.1796 0.6026 -1.9769
C 1.5397 1.0669 -1.6197
Si 2.0909 2.8628 -1.7253
H 3.4138 -0.1683 -1.4906
H -0.6191 -1.4775 -2.3191
H -0.5605 1.2645 -2.4240
Cl -3.1523 0.3537 1.8435
C 3.9436 2.9537 -1.7384
C 1.3798 3.6078 -3.2785
C 3.8274 -3.1135 -1.0963
C 1.4358 -4.2158 -2.6855
H 2.0265 3.2804 -4.1058
H 1.4324 4.7028 -3.2140
H 0.3494 3.3067 -3.4992
H 4.3771 2.4901 -0.8438
H 4.2598 4.0047 -1.7864
H 4.3157 2.4311 -2.6286
H 1.9997 -3.9536 -3.5903
H 0.3619 -4.1462 -2.9007
H 1.6792 -5.2514 -2.4079
H 4.3302 -2.8502 -2.0360
H 4.1364 -4.1248 -0.8002
H 4.1360 -2.4001 -0.3209
C 1.4253 3.8028 -0.2086
C 1.1704 -3.6565 0.3046
P -0.1768 3.0843 0.3164
H 1.3279 4.8624 -0.4894
H 2.1648 3.7198 0.6082
P -0.4499 -2.9425 0.7292
H 1.8688 -3.3743 1.1126
H 1.1180 -4.7590 0.2779
C -0.9143 -3.4789 2.4625
C -1.6468 -3.7771 -0.4127
C -1.4116 3.5396 -1.0246
C -0.9126 3.8356 1.8618
C -1.1067 2.8449 3.0097
H -1.9140 4.1823 1.5462
C -0.0830 5.0260 2.3350
H 0.9290 4.7035 2.6171
H -0.5639 5.4487 3.2295
H -0.0136 5.8153 1.5818
H -1.8517 2.0740 2.7649
H -1.4650 3.3829 3.9005
H -0.1612 2.3511 3.2699
H -0.9898 3.1778 -1.9770
C -1.5573 5.0662 -1.0827
C -2.7641 2.8565 -0.7918
H -0.6145 5.5778 -1.3225
H -1.9417 5.4571 -0.1300
H -2.2843 5.3277 -1.8661
H -2.7119 1.7715 -0.9396
H -3.4995 3.2537 -1.5060
H -3.1396 3.0479 0.2221
H -1.2324 -3.6172 -1.4242
C -3.0252 -3.0967 -0.3177
C -1.7472 -5.2691 -0.1052
H -0.7987 -5.8022 -0.2447
H -2.4860 -5.7229 -0.7769
H -2.0987 -5.4239 0.9231
H -3.0001 -2.0526 -0.6635
H -3.4047 -3.1161 0.7151
H -3.7394 -3.6432 -0.9486
C -0.8398 -2.2968 3.4481
C -0.0643 -4.6488 2.9483
H -1.9731 -3.7903 2.3831
H 0.9941 -4.3680 2.9996
H -0.1709 -5.5333 2.3130
H -0.3955 -4.9169 3.9588
H 0.1267 -1.7708 3.3724
H -0.9265 -2.6626 4.4820
H -1.6517 -1.5718 3.2828
C -0.9227 -0.1994 0.7588
H -1.4347 -0.6921 -0.0683
H -0.7011 -0.8629 1.6063
H -1.6438 0.5870 1.1199
F 3.3587 0.7700 0.6939
C 2.1585 0.4062 1.3154
F 2.2217 -0.9854 1.5099
C 2.2520 0.9834 2.7307
F 2.3159 2.3502 2.7400
F 1.1840 0.6113 3.4990
F 3.3586 0.5306 3.3479
*
```

=====

Record 5
This record from OMol25 describes a structure of composition C26H50Li5O16P. The level of theory is ωB97M-V with the def2-TZVPD basis set.

## Properties
Energy relative to the best compared isomer or geometry (same formula, charge and spin) (kJ/mol): 0.0
E_HOMO (eV): -8.6

```
! RIJCOSX wB97M-V def2-TZVPD def2/J DEFGRID3
* xyz 0 1
Li 2.6967 -0.1270 -1.3928
Li -1.8925 1.2274 -0.2537
Li 0.6730 2.0916 -2.5691
Li -0.9108 -1.0548 -2.1486
Li 1.6579 2.3574 0.1726
P 0.4239 0.4207 -0.6331
O 1.6760 0.4150 0.2602
O -0.8010 -0.4353 -0.3131
O 0.8959 0.1415 -2.0885
O -0.0497 1.8924 -0.6625
O -3.7450 1.0857 -3.9701
C -2.8410 0.4627 -3.1571
O -2.0821 -0.3920 -3.6893
O -2.8260 0.7879 -1.9573
H -3.6410 0.6457 -4.8184
O 4.3849 3.3557 -2.6518
C 3.5983 2.3628 -2.1562
O 2.4503 2.6983 -1.7561
O 4.0491 1.2041 -2.1551
H 5.2511 2.9546 -2.7693
C -3.0664 5.3583 -0.5074
C -4.4615 4.8801 -0.1171
C -4.3349 3.3624 -0.3005
O -2.9629 3.0499 -0.0718
C -2.1914 4.2329 0.0639
H -2.7901 6.3292 -0.0968
H -2.9349 5.3954 -1.5904
H -5.2539 5.2827 -0.7469
H -4.6622 5.1345 0.9250
H -4.5740 3.0516 -1.3200
H -4.9752 2.8255 0.4020
H -1.2620 4.1233 -0.4890
H -1.9906 4.4141 1.1278
C 5.3752 -3.3067 -0.5070
C 4.7035 -3.1729 0.8654
C 3.5160 -2.2281 0.5817
O 3.7468 -1.6516 -0.7112
C 5.0772 -1.9505 -1.1368
H 4.9374 -4.0921 -1.1257
H 6.4428 -3.5156 -0.4357
H 5.3901 -2.8207 1.6310
H 4.3229 -4.1451 1.1842
H 3.4403 -1.4293 1.3181
H 2.5747 -2.7746 0.5607
H 5.7530 -1.1879 -0.7305
H 5.1352 -1.9444 -2.2215
C 1.1215 -4.6490 -1.9219
C -0.1530 -5.2639 -2.5176
C -1.1504 -4.1327 -2.4051
O -0.3785 -2.9752 -2.7454
C 0.8705 -3.1242 -2.0531
H 2.0222 -4.9738 -2.4422
H 1.2626 -4.9039 -0.8699
H -0.4623 -6.1965 -2.0491
H 0.0040 -5.4657 -3.5787
H -1.5634 -4.0313 -1.3962
H -1.9650 -4.1826 -3.1245
H 0.7681 -2.6893 -1.0506
H 1.6523 -2.5882 -2.5823
C 5.3356 1.7777 2.5780
C 5.6877 3.2191 2.1743
C 4.7848 3.5012 0.9676
O 3.6928 2.6004 1.0992
C 4.2263 1.3778 1.5969
H 4.9633 1.7325 3.6006
H 6.1783 1.0917 2.5018
H 6.7436 3.3582 1.9448
H 5.4550 3.9307 2.9675
H 5.3012 3.2991 0.0204
H 4.3957 4.5158 0.9347
H 4.6257 0.8056 0.7487
H 3.4219 0.8031 2.0457
C -3.5607 -2.1488 0.2174
C -4.2563 -2.8560 1.3798
C -5.6955 -3.0771 0.8940
O -5.7162 -2.7271 -0.4799
C -4.7257 -1.7063 -0.6471
H -2.9631 -2.8334 -0.3826
H -2.9229 -1.3153 0.5012
H -4.1995 -2.2933 2.3180
H -3.7603 -3.7885 1.6687
H -6.3991 -2.4281 1.4366
H -6.0399 -4.1041 1.0065
H -5.1616 -0.7492 -0.3253
H -4.4931 -1.6185 -1.7057
C -3.0717 0.2266 3.8754
C -1.7343 0.9320 4.0452
C -1.1838 0.9029 2.6117
O -2.3358 1.0742 1.7877
C -3.5247 0.7968 2.5121
H -3.7659 0.4531 4.6818
H -2.9230 -0.8520 3.7916
H -1.0344 0.5419 4.7816
H -1.8931 1.9906 4.2854
H -0.7247 -0.0617 2.3801
H -0.4855 1.7173 2.4253
H -4.1061 0.0540 1.9676
H -4.0864 1.7184 2.6864
*
```

=====

Number 1: total energy -5286.03291 hartree, molar mass 643.99 u, strongest force on any atom 4.15 eV Å⁻¹. Number 2: total energy -2292.24472 hartree, molar mass 598.83 u, strongest force on any atom 0.55 eV Å⁻¹. Number 3: total energy -2990.70901 hartree, molar mass 999.92 u, strongest force on any atom 6.77 eV Å⁻¹. Number 4: total energy -3346.04641 hartree, molar mass 803.47 u, strongest force on any atom 2.82 eV Å⁻¹. Number 5: total energy -2604.19405 hartree, molar mass 684.35 u, strongest force on any atom 1.49 eV Å⁻¹.